[1]
85
Properties=species:S:1:pos:R:3:forces:R:3 method="wB97M-V/def2-TZVPD" max_force_ev_per_a=5.71 charge=-1 lumo_energy_ev=0.651
Sn -12.9635 17.0788 13.5682 0.49 -0.27 -1.16
C -13.9372 13.7891 9.1634 1.29 0.08 0.78
F -13.4202 13.1301 8.1043 -0.66 -0.09 0.95
F -14.8491 14.6326 8.6981 -0.34 -0.13 0.11
F -14.5282 12.9100 10.0526 0.55 0.82 -1.35
S -12.4902 14.7425 9.9885 3.33 0.35 -3.33
O -13.0296 15.6451 10.9735 -1.44 0.95 1.47
O -11.6556 13.7004 10.5731 -0.74 -0.19 0.24
O -11.8298 15.4233 8.8383 -2.05 -1.41 2.08
C -8.9734 20.2505 11.0444 -1.75 -0.45 -1.42
F -8.5537 20.7847 9.8696 -0.06 -0.03 0.72
F -8.0356 19.4800 11.5139 1.26 -0.85 0.46
F -9.1889 21.2238 11.9177 0.02 0.57 -0.05
S -10.5793 19.2836 10.6825 0.34 0.37 -2.45
O -10.9029 18.5061 11.8593 -0.09 -0.72 1.29
O -11.4660 20.4293 10.4918 -0.13 -0.09 -0.06
O -10.3111 18.5082 9.4757 0.09 0.88 1.57
Cl -12.3348 15.2170 17.6316 -1.83 0.41 5.39
O -12.3434 13.9849 16.9799 0.95 -3.13 -1.23
O -13.6829 15.5118 18.0152 -1.60 -0.05 0.74
O -11.5150 15.2289 18.8509 -0.26 -0.44 -1.77
O -11.9846 16.2343 16.7725 2.48 3.38 -3.56
C -15.2633 12.6728 13.9992 -0.77 -0.52 0.93
C -13.7678 12.7789 13.6874 -2.23 -0.18 -1.71
O -13.3027 13.9031 14.3645 0.80 0.21 -0.05
H -15.7892 13.6135 13.8361 0.18 0.06 -0.41
H -15.4647 12.4737 15.0518 0.56 0.13 0.48
H -15.8531 11.8588 13.5778 0.35 -0.03 -0.85
H -13.6818 12.9569 12.6155 0.13 0.36 -0.14
H -13.2767 11.8092 13.7686 0.52 0.19 0.96
H -13.0320 13.6180 15.2403 0.32 0.47 0.66
C -15.7812 20.6511 12.7771 0.77 -0.79 0.78
C -14.6779 20.7040 11.7225 -1.03 0.64 1.26
O -13.6077 19.7724 11.9064 -2.32 -0.10 0.15
H -16.1373 19.6403 12.9756 0.17 -0.29 -0.20
H -16.6619 21.1935 12.4333 0.22 0.44 0.24
H -15.3560 21.0021 13.7175 -0.48 0.31 0.24
H -14.2347 21.6953 11.8171 -0.01 0.23 -0.39
H -15.3319 20.6944 10.8506 1.13 -0.71 -1.15
H -13.0391 20.0210 11.1740 1.48 -0.26 -0.32
C -16.4178 19.9045 16.7743 1.03 -0.53 -0.50
C -14.8977 19.5147 16.8041 -1.10 0.65 -2.04
O -14.6666 18.2281 16.0596 -0.20 1.87 1.65
H -16.6343 20.6527 17.5368 -0.06 -0.08 0.00
H -17.0016 19.0005 16.9477 -0.11 0.03 0.32
H -16.7298 20.2777 15.7989 0.11 0.05 -0.03
H -14.5717 19.7817 17.8094 0.55 -1.82 0.43
H -14.3046 20.2303 16.2348 -0.24 -0.02 -0.39
H -15.0406 17.5419 16.6172 0.27 -0.51 0.24
C -19.6871 18.0590 13.0642 1.44 -0.65 1.43
C -19.2054 17.3335 14.4231 -1.24 1.03 -1.52
O -17.8953 16.8703 14.1901 0.14 -0.22 -0.05
H -19.0742 18.9518 12.9400 -0.07 0.13 0.03
H -20.7376 18.3359 12.9759 0.06 -0.27 0.37
H -19.3916 17.3922 12.2542 -0.27 -0.10 -0.07
H -19.8766 16.5009 14.6340 -0.02 -0.08 0.09
H -19.1806 18.0107 15.2768 -0.30 0.19 -0.06
H -17.4989 16.5592 15.0072 -0.01 -0.08 0.15
C -16.3815 15.2100 11.3689 -2.16 -1.75 -1.97
C -16.1100 16.6633 11.2693 1.13 -0.94 0.19
O -15.8132 16.9452 12.6284 2.09 1.97 0.14
H -16.6574 14.8139 10.3916 0.13 -0.14 -0.34
H -17.3086 15.0333 11.9143 -0.02 0.11 0.51
H -15.6412 14.5066 11.7500 0.44 0.82 0.12
H -16.8755 17.2903 10.8122 -0.63 -0.12 0.52
H -15.2678 16.8295 10.5977 0.53 0.17 0.59
H -16.6280 16.9644 13.1357 -0.45 0.05 0.23
C -8.7705 15.4529 14.2108 -0.03 -1.36 1.06
C -9.4023 14.8815 12.9246 0.83 1.86 1.37
O -10.7863 14.8714 13.1514 -0.98 0.51 0.39
H -7.6811 15.4882 14.2102 0.01 0.29 -0.46
H -8.9947 14.8349 15.0802 -0.16 -0.45 -0.01
H -9.1887 16.4039 14.5407 0.04 0.33 -0.70
H -9.0872 13.8750 12.6492 0.40 0.23 -0.05
H -9.1149 15.6801 12.2407 -0.22 -0.59 -1.11
H -11.1937 14.3483 12.4571 -0.38 -0.20 -0.56
C -9.3222 19.9753 14.5450 0.12 0.27 -0.04
C -10.3675 19.6879 15.6391 2.21 0.70 -0.62
O -11.6802 19.7130 15.1293 -0.60 -0.84 -0.05
H -8.2960 19.9166 14.9075 0.02 -0.36 0.50
H -9.3885 21.0260 14.2626 -0.35 -0.10 -0.37
H -9.3573 19.3349 13.6637 -0.40 0.06 0.16
H -10.1376 20.4901 16.3403 -0.73 -0.03 0.53
H -10.0896 18.7527 16.1251 -0.80 -0.24 0.02
H -12.1388 20.5422 15.2829 0.35 0.03 0.02



[2]
69
Properties=species:S:1:pos:R:3:forces:R:3 method="wB97M-V/def2-TZVPD" max_force_ev_per_a=0.61 charge=+1 lumo_energy_ev=-3.074
C -1.9571 3.0157 4.5698 0.18 -0.05 -0.14
C -1.2048 3.5198 3.3280 -0.21 -0.07 -0.08
C -1.6362 4.9486 2.9620 0.01 -0.46 0.41
C -1.3963 2.5591 2.1302 0.43 0.41 0.13
C -0.2368 1.5950 1.9698 -0.11 -0.05 0.01
C -0.5215 0.4498 1.0231 -0.01 -0.08 -0.30
N 0.7067 -0.2561 0.5776 0.15 0.11 0.29
Cl 0.4581 -1.9738 0.6526 -0.01 0.24 -0.22
C 1.9039 0.0189 1.3926 -0.08 -0.11 0.15
C 2.1885 1.5172 1.5628 -0.24 -0.04 -0.01
N 0.9343 2.3055 1.3310 0.10 -0.34 0.15
H -1.4107 3.2489 5.4789 -0.05 0.14 0.10
H -2.9322 3.4930 4.6327 -0.11 -0.03 0.01
H -2.1124 1.9376 4.5432 0.04 -0.11 0.03
H -0.1379 3.5403 3.5786 0.12 0.03 0.03
H -0.8393 5.4931 2.4607 -0.05 0.12 -0.18
H -2.5242 4.9060 2.3344 -0.06 0.14 -0.11
H -1.9012 5.4702 3.8780 0.10 0.24 0.03
H -1.4717 3.1485 1.2129 -0.17 -0.11 -0.19
H -2.3151 1.9910 2.2461 -0.15 -0.03 -0.08
H 0.1211 1.2617 2.9432 0.00 -0.09 0.07
H -1.2543 -0.2282 1.4503 0.04 -0.08 0.21
H -0.9826 0.8828 0.1291 -0.10 -0.09 -0.06
H 2.7574 -0.4328 0.8982 0.02 -0.13 -0.06
H 1.8186 -0.4457 2.3769 -0.02 -0.02 0.10
H 2.9514 1.9036 0.8971 0.07 -0.03 -0.10
H 2.4720 1.6953 2.5955 0.16 0.15 0.01
H 1.0339 3.2591 1.6764 -0.05 0.08 0.01
H 0.7410 2.3272 0.3294 0.03 0.31 -0.10
C 1.9069 -4.7871 -1.5821 -0.09 0.00 0.00
S 2.9432 -5.8250 -0.5477 -0.05 0.04 0.04
O 3.9686 -6.4219 -1.4388 0.07 0.00 -0.05
C 1.7045 -7.0927 -0.2522 -0.04 -0.05 0.00
H 2.5238 -3.9669 -1.9429 0.02 0.01 0.00
H 1.5351 -5.3523 -2.4353 0.06 0.00 -0.04
H 1.0801 -4.3906 -0.9916 0.00 -0.01 0.02
H 1.3739 -7.4990 -1.2078 0.02 0.02 -0.02
H 0.8672 -6.6614 0.2970 0.00 0.00 0.01
H 2.1702 -7.8749 0.3429 0.02 0.01 0.01
C -2.5887 8.8783 5.0278 -0.04 0.02 0.00
S -1.1464 7.9223 5.5093 0.04 0.13 -0.19
O -1.6357 6.7874 6.3371 0.00 -0.08 0.00
C -0.4634 9.1618 6.6122 0.00 -0.03 0.12
H -3.1858 8.2631 4.3581 0.01 -0.02 0.00
H -3.1677 9.1275 5.9164 0.01 -0.02 0.01
H -2.2673 9.7811 4.5094 0.00 0.00 -0.01
H -1.1966 9.4047 7.3805 -0.01 -0.01 0.00
H -0.1978 10.0469 6.0352 0.00 -0.01 -0.02
H 0.4282 8.7405 7.0710 0.01 -0.02 -0.01
C 1.7311 -3.2426 -6.8008 -0.03 0.10 -0.06
S 2.1576 -4.7316 -5.9060 0.01 -0.11 -0.09
O 1.2987 -4.7568 -4.6828 -0.06 0.07 0.14
C 3.7762 -4.2024 -5.3411 0.06 0.01 -0.02
H 0.7205 -3.3865 -7.1784 0.02 -0.04 0.03
H 1.7684 -2.3905 -6.1211 0.03 -0.02 0.03
H 2.4290 -3.1108 -7.6276 0.01 -0.01 0.00
H 3.6767 -3.2783 -4.7712 -0.03 0.00 -0.01
H 4.4261 -4.0557 -6.2034 0.02 -0.01 0.00
H 4.1769 -4.9910 -4.7067 -0.02 -0.02 0.01
C -1.7927 -4.4734 -4.4619 -0.07 0.06 0.09
S -1.5570 -5.6121 -5.8282 0.05 -0.04 0.06
O -1.0141 -4.8100 -6.9604 -0.01 0.06 -0.08
C -3.3016 -5.8539 -6.1840 -0.05 0.00 -0.01
H -0.8006 -4.1660 -4.1417 0.03 -0.04 -0.03
H -2.3704 -3.6152 -4.8073 -0.01 -0.03 -0.03
H -2.3119 -4.9887 -3.6528 0.00 0.00 -0.01
H -3.7650 -4.8926 -6.4047 0.03 0.01 0.00
H -3.7804 -6.3287 -5.3278 0.00 -0.01 0.00
H -3.3723 -6.5063 -7.0514 0.02 -0.01 -0.01



[3]
84
Properties=species:S:1:pos:R:3:forces:R:3 method="wB97M-V/def2-TZVPD" max_force_ev_per_a=2.58 charge=+2 lumo_energy_ev=-10.990
In 1.7379 15.5489 -10.9137 -1.56 -1.02 0.35
C 0.0326 19.1482 -11.1685 2.52 0.23 -0.48
O 0.8463 20.1249 -10.6655 -0.24 0.25 0.01
O 0.3572 17.9823 -10.7016 -0.46 -1.64 0.90
C -1.5055 19.4840 -10.9739 -0.54 -0.48 -0.23
F -1.7961 19.5357 -9.6870 0.13 0.09 -0.09
F -1.7954 20.6312 -11.5562 0.12 -0.01 0.08
F -2.2009 18.5051 -11.5440 0.00 0.17 0.16
C 1.2467 21.2224 -11.5131 -0.54 0.99 -0.17
C 2.0985 22.1615 -10.6912 0.04 -0.23 -0.25
H 2.9235 21.6058 -10.2473 0.07 0.16 0.06
H 2.4918 22.9338 -11.3513 0.10 -0.02 0.04
H 1.5137 22.6582 -9.9204 -0.01 -0.12 0.08
H 0.3525 21.7605 -11.8543 -0.04 -0.18 0.08
H 1.7471 20.8857 -12.4252 0.20 -0.40 0.27
H 0.2733 19.0423 -12.2682 -0.82 0.18 -0.28
C -1.8539 12.6543 -8.0922 -0.43 0.80 -0.85
O -0.6381 12.7398 -7.3412 -0.16 -0.37 -0.17
P 0.7561 12.7275 -8.0444 0.81 0.50 1.00
O 0.9031 13.5346 -9.2658 0.15 0.66 -1.47
O 1.7134 13.3050 -6.9325 -0.17 -0.39 -0.25
C 1.6529 12.7556 -5.6066 0.38 0.74 1.06
O 1.1230 11.2097 -8.1802 -0.60 -0.07 -0.62
C 2.2647 10.7896 -8.9284 1.17 -0.16 0.21
H -2.0477 11.6894 -8.5564 0.25 -0.25 0.42
H -1.8145 13.3851 -8.9070 0.06 -0.04 0.05
H -2.6754 12.9592 -7.4517 0.10 -0.30 0.26
H 1.4025 11.6993 -5.5589 -0.11 0.01 -0.26
H 0.9804 13.3671 -5.0037 -0.37 -0.26 -0.21
H 2.6217 12.9197 -5.1335 0.16 -0.23 -0.33
H 2.6866 11.5426 -9.5968 -0.45 0.28 0.06
H 2.0557 9.9075 -9.5260 -0.47 -0.01 0.26
H 3.0423 10.5461 -8.2023 -0.02 -0.14 -0.08
C 3.1936 10.0568 -12.3253 1.01 -0.50 0.36
O 2.2005 10.7114 -13.1186 0.10 0.07 0.23
P 2.3334 12.2441 -13.3991 -0.08 -0.16 -1.14
O 2.2645 13.1185 -12.2138 -0.14 1.00 0.77
O 3.6926 12.3658 -14.2061 0.23 -0.22 0.26
C 4.1599 13.6842 -14.5142 -0.03 0.35 1.04
O 1.2261 12.5088 -14.4786 0.21 0.18 0.47
C 1.3397 12.0005 -15.8269 -0.64 -0.26 -0.12
H 2.7741 9.5522 -11.4589 -0.46 0.10 -0.25
H 3.9643 10.7331 -11.9482 -0.17 0.23 -0.14
H 3.7104 9.3106 -12.9258 -0.19 0.03 -0.18
H 4.5484 14.1448 -13.6000 0.10 -0.11 -0.04
H 3.3147 14.3051 -14.8114 0.14 0.00 -0.54
H 4.9782 13.6185 -15.2206 -0.26 -0.08 -0.31
H 1.2878 12.8596 -16.4904 0.07 -0.04 -0.07
H 0.4771 11.3541 -15.9792 0.00 0.08 -0.09
H 2.2323 11.4106 -16.0198 0.17 0.18 0.27
C 3.2659 15.9729 -6.3547 0.40 0.61 0.78
O 1.9028 16.0385 -5.9068 -0.26 -0.41 0.13
P 0.7759 16.5738 -6.8383 0.55 0.52 -0.27
O 0.9596 16.2532 -8.2765 0.21 0.03 -0.98
O -0.5215 15.9894 -6.2135 0.02 -0.29 0.21
C -1.7903 16.3800 -6.7723 -0.34 0.27 0.75
O 0.7408 18.1303 -6.5513 -0.19 -0.27 -0.31
C 0.9304 19.1095 -7.5787 -0.61 0.32 -0.08
H 3.4042 16.4760 -7.3096 -0.08 -0.40 -0.22
H 3.6016 14.9420 -6.3163 -0.13 -0.05 -0.44
H 3.8625 16.5325 -5.6323 -0.11 -0.03 0.05
H -2.4308 16.6719 -5.9406 0.14 0.06 0.05
H -2.2707 15.5249 -7.2384 0.29 0.04 -0.38
H -1.6700 17.2503 -7.4150 -0.14 -0.20 -0.29
H 1.5275 19.9061 -7.1455 0.25 -0.08 -0.20
H -0.0352 19.5395 -7.8597 -0.02 -0.05 0.22
H 1.3345 18.6729 -8.4879 0.42 0.02 0.20
C 1.9067 16.5325 -16.1725 0.77 0.15 0.41
O 0.8882 15.5218 -16.1050 0.05 0.02 0.19
P -0.0500 15.4907 -14.8405 -1.09 0.57 -0.69
O 0.5873 15.3158 -13.5282 0.37 0.05 0.86
O -0.7962 16.8882 -14.9895 0.40 0.16 -0.14
C -1.9724 17.1929 -14.2499 -0.31 0.36 0.53
O -1.1643 14.4467 -15.1875 0.94 -0.43 0.07
C -1.7924 14.4608 -16.4798 -1.59 0.13 -0.15
H 1.8935 17.0760 -17.1121 -0.39 -0.20 -0.11
H 2.8768 16.0499 -16.0676 -0.01 -0.08 -0.14
H 1.8255 17.2450 -15.3499 -0.19 0.02 -0.07
H -2.0378 18.2767 -14.1576 0.09 -0.03 -0.17
H -1.9366 16.7890 -13.2357 0.04 -0.19 -0.15
H -2.8771 16.8545 -14.7526 0.14 -0.20 -0.11
H -2.8615 14.5565 -16.2736 0.06 0.03 -0.04
H -1.6938 13.5190 -17.0132 0.58 -0.04 0.21
H -1.5253 15.3058 -17.1102 0.42 -0.04 0.13



[4]
70
Properties=species:S:1:pos:R:3:forces:R:3 method="wB97M-V/def2-TZVPD" max_force_ev_per_a=2.91 lumo_energy_ev=0.570
O 0.3495 -1.0658 -1.0629 -0.01 -0.22 -0.46
H 0.4640 -2.0517 -0.9577 0.19 -0.27 0.39
H 0.9082 -0.5596 -0.3862 0.58 0.45 0.48
H -0.6147 -0.8661 -0.8912 -1.32 -0.11 0.08
C -3.0397 -0.3166 -1.2590 2.04 -2.06 0.23
O -1.9714 0.4672 -1.8490 -1.30 0.86 -0.37
O -2.3905 -1.2214 -0.4785 -0.46 1.18 0.44
C -4.1260 0.5963 -0.6284 0.32 0.04 -0.31
F -5.1823 -0.1140 -0.2059 0.15 -0.07 0.07
F -3.7198 1.3671 0.3958 -0.14 -0.33 -0.35
F -4.5960 1.4566 -1.5685 -0.07 0.00 -0.02
C -2.1488 0.8665 -3.2173 1.37 1.05 1.07
C -1.0187 1.8808 -3.4303 -0.24 -0.70 -0.58
H -1.2857 2.8271 -2.9647 0.18 0.03 0.05
H -0.1069 1.4686 -2.9990 0.09 0.17 -0.02
H -0.8701 2.0139 -4.5048 0.10 0.25 0.06
H -3.0565 1.4492 -3.3745 -0.42 -0.76 -0.13
H -1.9985 -0.0099 -3.8496 -0.48 0.03 -0.24
H -3.5399 -0.8665 -2.0685 -0.51 0.38 -0.35
C -2.2226 1.6358 2.6629 -0.98 -0.40 0.07
C -1.0966 0.7665 3.1605 0.38 -0.44 -0.40
C -1.3589 0.3247 4.6108 0.37 0.11 -1.06
O -1.3220 1.4407 5.4511 -0.47 0.49 0.53
C -0.0829 1.9051 5.9332 0.05 -0.84 0.29
N -0.8331 -0.3470 2.2122 -0.45 -0.14 0.37
H -2.4094 2.4626 3.3461 0.33 0.36 -0.32
H -3.1683 1.0780 2.6734 0.19 -0.28 0.26
H -2.1697 1.8857 1.6022 0.66 0.53 0.43
H -0.1709 1.3542 3.1819 0.01 0.23 0.13
H -0.6263 -0.4429 4.8887 -0.02 -0.04 0.23
H -2.3725 -0.0780 4.6488 0.05 -0.15 0.23
H 0.6437 2.1386 5.1516 -0.14 0.27 -0.11
H 0.3799 1.1482 6.5783 0.05 -0.12 -0.02
H -0.3000 2.7541 6.5761 0.08 0.22 -0.27
H -1.5878 -0.4727 1.5363 -0.06 0.17 -0.22
H -0.7806 -1.2529 2.6673 0.15 0.12 0.26
C 0.9711 -6.0084 -1.9044 -0.35 -0.29 -0.21
C 1.4544 -4.6858 -1.3428 0.37 -0.34 0.18
C 2.1828 -3.8545 -2.4005 -0.89 1.50 0.35
O 2.7325 -2.7041 -1.7706 0.95 -0.21 0.88
C 3.3433 -1.7836 -2.6420 -0.08 0.29 -0.51
N 0.4069 -3.8640 -0.7320 -0.99 0.06 -0.61
H 0.4031 -6.5888 -1.1737 0.39 0.03 0.34
H 1.8676 -6.5575 -2.1956 -0.29 -0.33 -0.21
H 0.2540 -5.9464 -2.7280 0.37 0.36 -0.32
H 2.1499 -4.9918 -0.5569 0.20 0.51 0.06
H 1.4219 -3.3904 -3.0450 -0.15 -0.80 -0.59
H 2.9279 -4.3935 -2.9883 -0.02 -0.17 0.09
H 4.0616 -1.1302 -2.1464 -0.01 -0.39 0.56
H 2.6125 -1.0861 -3.0657 -0.22 -0.24 -0.24
H 3.8883 -2.2865 -3.4449 -0.08 -0.05 -0.11
H -0.3905 -3.8929 -1.3739 0.08 0.30 -0.17
H -0.0279 -4.3282 0.0613 0.52 0.07 0.33
C 3.3580 1.8876 -0.0706 0.03 0.16 -0.56
C 2.0054 1.8354 0.6411 0.77 -0.82 -0.01
C 0.9017 2.6065 -0.0579 0.60 -0.08 -0.71
O 1.3143 3.9585 -0.1112 -0.26 -0.30 0.41
C 0.3012 4.8674 -0.4804 0.66 0.64 0.02
N 1.6654 0.3856 0.7596 -0.46 0.83 0.66
H 3.3629 1.3092 -0.9997 -0.48 0.00 -0.07
H 4.1411 1.3994 0.5132 -0.01 0.32 0.32
H 3.6506 2.8971 -0.3572 0.07 0.04 0.33
H 2.1391 2.1873 1.6690 -0.08 0.50 -0.13
H -0.0848 2.4923 0.4003 0.06 -0.01 0.30
H 0.8238 2.2030 -1.0755 -0.16 -0.03 -0.07
H 0.6277 5.8282 -0.0767 -0.21 0.02 0.06
H -0.6738 4.6197 -0.0568 -0.04 -0.13 -0.13
H 0.2723 5.0056 -1.5654 -0.34 -0.31 -0.06
H 2.4517 0.0072 1.2823 -0.01 -0.42 -0.27
H 0.9057 0.3799 1.4543 -0.23 -0.72 -0.34